{"formula": "CH5N3S2", "method": "the ωB97M-V functional and the def2-TZVPD basis", "symbols": ["C", "H", "H", "H", "H", "H", "N", "N", "N", "S", "S"], "coordinates": [[-0.054588, 0.254543, 0.019659], [2.882516, 0.692789, 0.989026], [0.934776, -1.401120, 0.565316], [0.733635, 2.007155, 0.150569], [-1.109756, -1.387391, -0.640004], [-2.207263, 0.886253, -0.745356], [1.036129, -0.634101, -0.002341], [-0.186885, 1.466919, -0.017535], [-1.092097, -0.697144, 0.077400], [2.733971, -0.106832, -0.086609], [-2.684371, -0.097835, 0.034098]], "atomic_forces_ev_per_a": [[0.6655, -4.7421, 0.0397], [-0.3203, -0.1617, 0.1699], [-0.3611, -1.9452, 1.5481], [-1.8759, -1.2620, -0.6625], [1.0489, -0.4892, -0.4260], [-1.0087, 0.5133, -0.1661], [3.5313, 3.3928, -1.2872], [1.6714, 3.8697, 0.5664], [-1.6074, 0.3351, 0.5157], [-1.5172, -0.3163, -0.3383], [-0.2264, 0.8056, 0.0403]], "e_above_lowest_ev": 0.836, "e_lumo_ev": 0.556, "energy_ha": -1001.68655, "total_charge": 0, "smiles": "N=C(NS)NS", "orbital_gap_ev": 9.53, "max_force_ev_per_a": 5.063}